The following is a quantum chemistry calculation of a molecular structure, C3H7FMgO2 at a distorted geometry, from the Open Molecules 2025 dataset.

Values from the calculation:
HOMO level: -7.4 eV
Charge: 0

Each line ends with the Löwdin charge.
Cartesian coordinates (Å):
Mg: 1.40478 0.42559 -1.16279  0.958
F: 2.90284 0.14722 0.17996  -0.142
O: 0.04599 1.70691 -0.96676  -0.385
C: -1.14784 1.38552 -0.33016  -0.368
C: -1.10897 0.14797 0.57146  -0.260
O: -0.87120 -1.06312 -0.10407  -0.243
C: 0.51125 -1.46893 -0.25820  -0.267
H: -1.95334 1.21467 -1.07647  0.114
H: -1.49187 2.22141 0.31631  0.111
H: -2.09260 0.05033 1.06024  0.121
H: -0.34923 0.29148 1.36631  0.120
H: 1.14335 -2.00821 0.47670  0.007
H: 2.65148 -0.66053 0.77861  0.199
H: 0.35535 -2.39032 -0.85114  0.035

---

The following is a quantum chemistry calculation of a gas-phase ion, C6H8ClN2O (charge +1) at a distorted geometry, from the Open Molecules 2025 dataset.

Values from the calculation:
HOMO level: -13.7 eV
SMILES: CCC1=[NH+]C(Cl)=COC=N1
Charge: +1

Each line ends with the Löwdin charge.
Cartesian coordinates (Å):
C: -0.29263 -2.16126 0.24942  -0.063
C: 0.23082 0.19776 0.14681  -0.216
C: -2.50592 -1.20125 0.34869  -0.067
C: -2.26124 0.03863 -0.01008  -0.646
C: 2.51264 0.93512 -0.61184  -0.044
C: 1.34129 1.12724 0.44451  -0.120
N: 0.46353 -1.10273 0.17003  0.204
N: -1.01567 0.68789 -0.22174  0.122
O: -1.57464 -2.28028 0.57905  0.047
Cl: -3.60617 0.99509 -0.53162  0.785
H: 0.20053 -3.13492 0.09267  0.173
H: -3.55848 -1.74841 0.27243  0.192
H: 2.34854 0.52786 -1.57284  0.060
H: 3.30898 0.28455 -0.08383  0.114
H: 2.94867 1.94301 -0.72515  0.085
H: 0.84388 2.06957 0.31665  0.101
H: 1.69806 1.14934 1.48211  0.149
H: -1.08220 1.67278 -0.34525  0.126

---

The following is a quantum chemistry calculation of a molecular structure, C27H50BiN5OSSi4Te at a distorted geometry, from the Open Molecules 2025 dataset.

Values from the calculation:
HOMO level: -7.6 eV
Charge: 0

Each line ends with the Löwdin charge.
Cartesian coordinates (Å):
Bi: 1.29754 -0.77728 0.18404  1.074
C: 2.41067 -4.48120 0.45148  -0.218
C: 3.73899 -3.91463 0.95019  -0.215
N: 3.88346 -2.51334 0.58092  -0.119
C: 4.69628 -1.73343 1.48947  -0.186
C: 3.97401 -1.34008 2.77288  -0.256
C: 4.72974 -0.85009 3.83175  -0.025
C: 4.08581 -0.50626 5.00859  -0.052
C: 2.71888 -0.68903 5.09969  -0.024
C: 2.03178 -1.18512 3.99537  -0.254
C: 0.53169 -1.36291 4.10443  -0.174
N: -0.11296 -2.09151 3.02837  -0.155
C: -0.11355 -3.54738 3.10421  -0.207
C: 1.12127 -4.19555 2.49344  -0.232
N: 1.29380 -3.81624 1.10051  -0.105
N: 2.64775 -1.48331 2.85491  0.103
H: 2.41235 -5.56954 0.62716  0.115
H: 2.33523 -4.31717 -0.62618  0.116
H: 4.56550 -4.53540 0.57983  0.120
H: 3.76216 -3.97400 2.03915  0.105
H: 4.21866 -2.43017 -0.36975  0.114
H: 5.00961 -0.81917 0.98072  0.105
H: 5.62675 -2.24599 1.77640  0.123
H: 5.80211 -0.74012 3.73210  0.115
H: 4.64843 -0.12185 5.84941  0.110
H: 2.18772 -0.45339 6.01318  0.116
H: 0.09174 -0.36049 4.10567  0.127
H: 0.32557 -1.80436 5.09302  0.122
H: -1.07532 -1.78580 2.99797  0.004
H: -0.99019 -3.90009 2.55411  0.120
H: -0.21324 -3.89736 4.14350  0.117
H: 1.02787 -5.28738 2.61413  0.121
H: 1.99923 -3.87745 3.05620  0.094
H: 0.43346 -3.97365 0.58937  0.109
C: -4.82195 1.12913 1.72324  -0.227
Si: -3.93855 2.29805 0.51759  0.320
C: -2.83621 3.45676 1.53287  -0.218
C: -5.26235 3.33390 -0.35945  -0.214
Si: -2.60956 1.08815 -1.00918  0.150
Te: -1.32747 -0.31396 0.74413  0.456
Si: -3.87487 -0.55429 -2.14446  0.341
C: -2.82206 -1.52470 -3.38216  -0.208
C: -5.33423 0.25204 -3.04927  -0.211
C: -4.59689 -1.79607 -0.90835  -0.228
Si: -1.54704 2.55313 -2.53123  0.356
C: -0.24590 1.62105 -3.53446  -0.221
C: -0.88092 4.16017 -1.78055  -0.230
C: -2.91605 3.11818 -3.71992  -0.216
H: -5.23634 1.66360 2.58013  0.028
H: -4.12010 0.37993 2.09778  -0.009
H: -5.64039 0.59839 1.23140  0.017
H: -3.36343 3.87069 2.39490  0.028
H: -2.47421 4.29128 0.92814  0.015
H: -1.96231 2.91282 1.90076  0.011
H: -5.85145 3.91290 0.35522  0.030
H: -5.95131 2.69796 -0.91948  0.012
H: -4.81260 4.03681 -1.06468  0.013
H: -2.53239 -0.90716 -4.23561  0.021
H: -3.35750 -2.39474 -3.76761  0.030
H: -1.90259 -1.87975 -2.90918  0.012
H: -4.99744 0.95866 -3.80937  0.006
H: -5.96514 0.80154 -2.34678  0.012
H: -5.95985 -0.49413 -3.54402  0.030
H: -3.80728 -2.20421 -0.27298  -0.008
H: -5.09094 -2.62781 -1.41439  0.028
H: -5.32946 -1.31854 -0.25305  0.013
H: 0.41794 1.05550 -2.87957  -0.033
H: 0.37127 2.28860 -4.14076  0.033
H: -0.72657 0.90575 -4.20719  0.021
H: -0.19877 3.97202 -0.95150  -0.019
H: -1.70528 4.76970 -1.40127  0.018
H: -0.35333 4.75221 -2.53240  0.030
H: -3.32903 2.28281 -4.28855  0.009
H: -2.53174 3.84570 -4.43860  0.033
H: -3.74000 3.59018 -3.17889  0.015
O: 1.24990 -2.70978 -3.73293  0.078
C: 1.09877 -1.99051 -2.80844  -0.526
N: 0.91821 -1.24402 -1.89122  -0.184
S: 1.36351 1.72147 -0.29647  0.423
C: 2.90807 2.11788 -1.05790  -0.642
C: 4.05416 1.34599 -0.89145  -0.137
C: 5.25574 1.73118 -1.46478  -0.093
C: 5.32920 2.89853 -2.20945  -0.101
C: 4.18468 3.66047 -2.39869  -0.087
C: 2.97920 3.27295 -1.83616  -0.114
H: 3.99562 0.44077 -0.30201  0.038
H: 6.14022 1.12105 -1.32414  0.100
H: 6.27146 3.21225 -2.63930  0.098
H: 4.23275 4.56428 -2.99323  0.103
H: 2.08002 3.85599 -1.99130  0.088

---

The following is a quantum chemistry calculation of 2 unconnected molecules or ions with the total composition C7H15NO2 at a distorted geometry, from the Open Molecules 2025 dataset.

Values from the calculation:
HOMO level: -9.4 eV
SMILES: CC(=O)NC1(C)CCC1.O
Charge: 0

Each line ends with the Löwdin charge.
Cartesian coordinates (Å):
C: 1.81404 2.47728 -0.74901  -0.007
C: 0.63233 1.73911 -0.16743  -0.464
O: -0.07155 2.25757 0.69258  0.058
N: 0.63201 0.27904 -0.34265  0.067
C: -0.02541 -0.67197 0.54750  -0.519
C: 0.72772 -0.79836 1.86732  -0.025
C: -1.55395 -0.49229 0.73104  -0.110
C: -1.73655 -2.00552 0.48470  -0.156
C: -0.31050 -2.04837 -0.10684  -0.120
H: 1.52951 3.16435 -1.55498  0.085
H: 2.31292 3.03999 0.04998  0.092
H: 2.53260 1.74597 -1.14380  0.072
H: 1.41651 -0.09704 -0.86374  0.125
H: 0.65299 0.13312 2.44426  0.086
H: 0.30922 -1.61499 2.47232  0.087
H: 1.78901 -1.01764 1.67973  0.085
H: -1.88195 -0.08321 1.69501  0.116
H: -1.98791 0.11229 -0.07554  0.111
H: -1.81875 -2.57615 1.41903  0.104
H: -2.55588 -2.30341 -0.18118  0.102
H: -0.32205 -1.97915 -1.20304  0.108
H: 0.34777 -2.87525 0.19242  0.109
H: -0.67811 0.54523 -2.12130  0.074
O: -1.13112 1.41586 -2.49294  -0.104
H: -0.62287 1.65355 -3.27344  0.024